# C30H25F5

A cluster of 5 separate species, C30H25F5 in total (ωB97M-V/def2-TZVPD, the OMol25 dataset).

For the HOMO energy (spin up / spin down), the calculation gives -10.84 / -10.84 eV. The max |F| comes out at 0.0651 hartree/bohr. The calculated total energy is -45091.935 eV. As for the charge: +1. As for the spin multiplicity: 2. The calculation puts the energy above the lowest of the compared OMol25 structures with the same formula, charge and spin at 8.2 kcal/mol.

Each line ends with the Löwdin charge.
Positions of all 60 atoms, in Å:
F: -2.854 1.588 1.668  0.078
C: -3.224 0.699 0.765  -0.295
C: -3.891 -0.366 1.305  -0.060
C: -4.359 -1.328 0.458  -0.096
C: -4.068 -1.197 -0.894  -0.098
C: -3.286 -0.190 -1.432  -0.063
C: -2.790 0.771 -0.563  0.009
H: -4.134 -0.394 2.357  0.115
H: -4.789 -2.259 0.797  0.107
H: -4.321 -2.036 -1.524  0.105
H: -3.108 -0.204 -2.497  0.113
H: -2.233 1.572 -1.025  0.109
F: -2.757 -5.424 5.512  0.201
C: -2.463 -4.226 5.074  -0.198
C: -2.322 -4.041 3.679  0.116
C: -2.025 -2.759 3.192  0.006
C: -1.764 -1.739 4.074  0.043
C: -1.899 -1.987 5.442  0.032
C: -2.294 -3.209 5.995  0.076
H: -2.694 -4.868 3.091  0.147
H: -2.012 -2.601 2.124  0.098
H: -1.489 -0.732 3.796  0.145
H: -1.763 -1.100 6.042  0.136
H: -2.231 -3.386 7.059  0.147
F: 6.000 5.361 -0.212  0.071
C: 5.539 4.192 -0.672  -0.309
C: 4.456 3.651 -0.078  -0.016
C: 3.977 2.380 -0.546  -0.090
C: 4.694 1.671 -1.520  -0.096
C: 5.856 2.225 -2.165  -0.040
C: 6.229 3.525 -1.715  0.004
H: 4.106 4.246 0.752  0.118
H: 3.268 1.839 0.062  0.086
H: 4.315 0.685 -1.744  0.074
H: 6.431 1.678 -2.897  0.099
H: 7.145 3.899 -2.148  0.108
F: -1.691 4.904 -2.643  0.095
C: -1.144 3.745 -2.933  -0.330
C: -1.654 2.969 -3.952  -0.003
C: -0.977 1.750 -4.231  -0.054
C: 0.210 1.426 -3.506  -0.089
C: 0.695 2.259 -2.528  -0.105
C: 0.009 3.389 -2.259  -0.036
H: -2.519 3.363 -4.465  0.117
H: -1.412 1.115 -4.988  0.098
H: 0.699 0.524 -3.841  0.099
H: 1.441 1.978 -1.799  0.086
H: 0.272 4.148 -1.538  0.125
F: 3.728 -2.605 -0.536  0.082
C: 2.408 -2.430 -0.429  -0.275
C: 1.638 -3.559 -0.021  0.012
C: 0.240 -3.420 0.084  -0.059
C: -0.305 -2.123 -0.188  -0.110
C: 0.467 -1.043 -0.430  -0.087
C: 1.832 -1.204 -0.559  -0.016
H: 2.087 -4.489 0.294  0.110
H: -0.523 -4.154 0.297  0.093
H: -1.330 -1.927 0.091  0.070
H: 0.046 -0.059 -0.571  0.095
H: 2.537 -0.491 -0.960  0.099

Forces on atoms 1 to 3 (eV/Å):
0.687 1.466 0.506
1.117 -0.308 -0.618
-0.904 -0.227 0.365

# C4H11NO2

A cluster of 2 separate species, C4H11NO2 in total (ωB97M-V/def2-TZVPD, the OMol25 dataset).

For the HOMO energy, the calculation gives -9.38 eV. The max |F| comes out at 0.0979 hartree/bohr. The calculated total energy is -9908.608 eV. The calculation puts the energy above the lowest of the compared OMol25 structures with the same formula, charge and spin at 83.8 kcal/mol.

Each line ends with the Löwdin charge.
Positions of all 18 atoms, in Å:
C: -1.624 -1.275 -0.769  -0.082
N: -0.093 -1.728 -0.878  -0.070
C: 0.907 -0.757 -0.270  -0.312
C: 0.743 0.836 -0.598  -0.047
C: 0.699 -0.911 1.256  -0.269
O: 1.532 -1.444 1.888  0.095
H: -1.584 -0.156 -0.876  0.064
H: -2.344 -1.531 -1.486  0.043
H: -2.150 -1.415 0.151  0.051
H: -0.079 -1.731 -1.929  0.101
H: 1.910 -1.121 -0.624  0.146
H: 1.769 1.118 -0.542  0.060
H: 0.232 0.965 -1.661  0.117
H: 0.058 1.478 -0.011  0.018
H: -0.270 -0.430 1.617  0.141
O: -0.157 2.823 1.798  -0.037
H: -0.237 2.160 1.056  0.001
H: 0.689 3.120 1.878  -0.021

Forces on atoms 1 to 3 (eV/Å):
2.947 2.916 1.113
-2.820 0.717 -1.325
-2.307 0.628 -0.598

# C4H12N2

A cluster of 2 separate species, C4H12N2 in total (ωB97M-V/def2-TZVPD, the OMol25 dataset).

For the HOMO energy, the calculation gives -8.78 eV. The max |F| comes out at 0.0190 hartree/bohr. The calculated total energy is -7321.708 eV. The calculation puts the energy above the lowest of the compared OMol25 structures with the same formula, charge and spin at 30.5 kcal/mol.

Each line ends with the Löwdin charge.
Positions of all 18 atoms, in Å:
C: 2.444 0.875 2.382  -0.028
C: 1.909 1.439 1.311  -0.243
C: 2.398 2.751 0.730  -0.110
H: 2.065 -0.030 2.858  0.051
H: 3.361 1.217 2.842  0.051
H: 1.012 0.991 0.882  0.075
H: 2.281 2.747 -0.349  0.061
H: 3.460 2.878 0.940  0.071
H: 1.780 3.544 1.154  0.074
N: -1.564 -1.001 -0.456  -0.008
C: -1.835 -1.444 -1.795  -0.397
N: -2.829 -2.495 -1.837  -0.014
H: -2.310 -0.462 -0.049  0.061
H: -0.650 -0.698 -0.168  0.043
H: -0.911 -1.805 -2.250  0.101
H: -2.203 -0.624 -2.426  0.101
H: -2.737 -3.093 -1.026  0.061
H: -3.763 -2.145 -1.971  0.050

Forces on atoms 1 to 3 (eV/Å):
0.222 -0.749 0.247
-0.018 0.301 0.214
-0.212 -0.954 0.033

# C14H21N5O2

The molecule C14H21N5O2 (ωB97M-V/def2-TZVPD, the OMol25 dataset).

For the HOMO energy, the calculation gives -7.67 eV. The max |F| comes out at 0.0281 hartree/bohr. The calculated total energy is -26405.936 eV. The calculation puts the energy above the lowest of the compared OMol25 structures with the same formula, charge and spin at 0.3 kcal/mol.

Each line ends with the Löwdin charge.
Positions of all 42 atoms, in Å:
C: -1.809 -2.250 1.862  0.067
C: -1.882 -2.656 0.606  -0.346
C: -2.523 -3.947 0.199  -0.060
C: -1.306 -1.882 -0.558  -0.099
N: -0.708 -0.624 -0.205  0.039
C: -1.302 0.515 0.235  -0.351
N: -2.636 0.621 0.423  0.076
C: -3.242 1.924 0.577  -0.204
C: -3.444 2.663 -0.750  -0.241
C: -4.416 1.944 -1.679  -0.111
N: -0.433 1.481 0.517  0.210
C: 0.777 0.935 0.265  -0.221
C: 0.658 -0.369 -0.181  -0.065
C: 1.778 -1.159 -0.548  -0.378
O: 1.776 -2.301 -0.982  0.059
N: 2.978 -0.459 -0.364  0.030
C: 4.184 -1.195 -0.706  -0.008
C: 3.138 0.841 0.089  -0.434
O: 4.235 1.351 0.206  0.063
N: 1.988 1.536 0.402  0.012
C: 2.070 2.899 0.877  -0.007
H: -2.218 -2.839 2.664  0.064
H: -1.335 -1.327 2.147  0.065
H: -1.786 -4.593 -0.277  0.087
H: -2.934 -4.463 1.062  0.078
H: -3.323 -3.771 -0.519  0.080
H: -0.514 -2.482 -1.020  0.129
H: -2.089 -1.719 -1.312  0.136
H: -3.203 -0.095 -0.004  0.129
H: -2.575 2.504 1.217  0.111
H: -4.201 1.787 1.083  0.120
H: -2.473 2.769 -1.238  0.104
H: -3.822 3.662 -0.531  0.106
H: -5.374 1.792 -1.186  0.072
H: -4.584 2.532 -2.577  0.070
H: -4.025 0.975 -1.983  0.060
H: 4.177 -1.435 -1.769  0.099
H: 5.043 -0.575 -0.464  0.086
H: 4.209 -2.126 -0.140  0.097
H: 1.514 3.554 0.207  0.094
H: 1.638 2.967 1.875  0.095
H: 3.121 3.181 0.899  0.087

Forces on atoms 1 to 3 (eV/Å):
0.049 0.063 0.036
-0.017 -0.035 -0.164
0.039 0.090 0.091

# C12H18N6O6

The molecule C12H18N6O6 (ωB97M-V/def2-TZVPD, the OMol25 dataset).

For the HOMO energy, the calculation gives -9.82 eV. The max |F| comes out at 0.0590 hartree/bohr. The calculated total energy is -33962.681 eV. The calculation puts the energy above the lowest of the compared OMol25 structures with the same formula, charge and spin at 0.0 kcal/mol.

Each line ends with the Löwdin charge.
Positions of all 42 atoms, in Å:
C: -1.486 5.795 0.459  -0.093
N: -0.282 5.221 -0.089  0.010
C: -0.294 4.040 -0.763  -0.587
O: -1.365 3.599 -1.135  0.090
O: 0.885 3.397 -0.825  0.022
C: 0.872 2.046 -1.360  -0.067
C: 0.308 1.058 -0.365  -0.292
N: -0.656 0.274 -0.747  0.216
C: -1.126 -0.657 0.097  -0.242
C: -2.289 -1.496 -0.276  -0.110
O: -1.861 -2.617 -1.050  0.027
C: -2.856 -3.140 -1.821  -0.529
O: -4.007 -2.679 -1.982  0.055
N: -2.429 -4.235 -2.526  0.015
C: -3.190 -4.705 -3.667  -0.074
N: -0.719 -0.669 1.373  0.215
C: 0.304 0.101 1.704  -0.293
C: 0.865 -0.019 3.066  -0.087
O: 2.299 0.053 3.047  0.021
C: 2.939 -1.019 2.566  -0.580
O: 2.453 -2.120 2.386  0.082
N: 4.288 -0.828 2.305  0.014
C: 5.046 -1.775 1.480  -0.079
N: 0.845 0.971 0.856  0.227
H: -1.993 5.049 1.096  0.090
H: -1.263 6.701 1.070  0.092
H: -2.204 6.150 -0.305  0.091
H: 0.540 5.358 0.511  0.146
H: 1.923 1.773 -1.549  0.138
H: 0.369 1.938 -2.307  0.123
H: -2.919 -0.838 -0.857  0.126
H: -2.860 -1.807 0.649  0.157
H: -1.407 -4.395 -2.524  0.153
H: -2.570 -5.263 -4.342  0.076
H: -3.598 -3.844 -4.174  0.084
H: -3.961 -5.395 -3.331  0.087
H: 0.485 0.773 3.703  0.137
H: 0.537 -0.970 3.505  0.134
H: 4.528 0.172 2.312  0.144
H: 6.135 -1.641 1.702  0.087
H: 4.790 -2.824 1.705  0.089
H: 4.925 -1.537 0.403  0.085

Forces on atoms 1 to 3 (eV/Å):
-1.058 0.419 0.324
2.419 0.627 0.732
-2.297 -0.319 0.812

# C8H14AlOP

A structure of composition C8H14AlOP (ωB97M-V/def2-TZVPD, the OMol25 dataset).

For the HOMO energy (spin up / spin down), the calculation gives -5.18 / -5.18 eV. The max |F| comes out at 0.0718 hartree/bohr. The calculated total energy is -26450.927 eV.

Each line ends with the Löwdin charge.
Positions of all 25 atoms, in Å:
C: -3.225 -0.341 -0.947  -0.224
C: -2.461 -0.562 -2.144  -0.227
C: -1.833 -1.848 -2.081  -0.213
C: -2.214 -2.455 -0.842  -0.209
C: -3.029 -1.513 -0.102  -0.204
Al: 0.352 0.566 2.167  0.360
P: -0.991 2.408 1.526  0.665
H: -3.842 0.532 -0.713  0.044
H: -2.403 0.125 -2.987  0.048
H: -1.092 -2.246 -2.771  0.051
H: -3.435 -1.661 0.889  0.039
H: -1.871 -3.399 -0.477  0.042
H: -2.041 2.677 2.486  -0.058
H: -1.662 2.619 0.262  -0.064
H: -0.166 3.570 1.657  -0.091
C: 3.009 0.041 -0.893  0.022
C: 2.442 0.114 0.466  -0.374
C: 3.257 0.283 1.678  -0.074
O: 1.159 0.023 0.580  -0.156
H: 4.107 0.074 -0.823  0.091
H: 2.692 0.912 -1.499  0.123
H: 2.731 -0.898 -1.408  0.127
H: 3.079 1.246 2.187  0.084
H: 3.125 -0.537 2.407  0.105
H: 4.312 0.271 1.380  0.094

Forces on atoms 1 to 3 (eV/Å):
1.214 -1.282 0.055
-0.233 -0.241 0.737
-0.680 0.471 1.269